Computed, not measured: 5 unconnected molecules or ions with the total composition C30H67I2N4 at a distorted geometry, with ωB97M-V/def2-TZVPD.

```
103
Properties=species:S:1:pos:R:3
C -0.64588 -2.35750 1.69781
C -0.15899 -1.55893 0.91022
C 0.42068 -0.61626 0.05881
C -0.13483 0.72829 0.18449
I -0.02456 1.80937 -1.82523
C 0.59898 1.63090 1.16224
C 0.80777 1.00763 2.53239
I -0.57443 3.45902 1.51679
H -1.00011 -3.26127 2.13341
H 1.50972 -0.62932 0.15507
H -1.20162 0.67580 0.37572
H 1.54097 1.95849 0.73379
H 1.45941 1.65409 3.11892
H -0.12889 0.93270 3.07922
H 1.22789 0.00996 2.44947
C -4.21701 -3.64693 4.07384
C -3.82609 -4.44703 2.84051
N -2.52172 -5.06945 2.95912
C -2.00234 -5.57170 1.70163
C -2.74807 -6.73008 1.02132
C -2.33168 -5.92338 4.11519
C -3.28606 -7.11292 4.30038
H -3.44129 -2.92108 4.31974
H -5.14446 -3.10552 3.88207
H -4.38551 -4.28431 4.94358
H -3.78071 -3.76621 1.98701
H -4.62854 -5.17129 2.61750
H -0.95807 -5.86119 1.85302
H -1.96602 -4.72884 1.00541
H -2.58004 -7.67946 1.53070
H -2.38185 -6.84549 -0.00100
H -3.82265 -6.55132 0.96553
H -2.39290 -5.29876 5.00993
H -1.30048 -6.28536 4.09386
H -4.32659 -6.82545 4.14140
H -3.20389 -7.49213 5.32160
H -3.05472 -7.93888 3.62887
C -0.80776 7.44720 4.86661
C -0.55374 7.53688 3.36943
N -1.72098 7.96686 2.61939
C -1.58973 7.78006 1.18417
C -0.51674 8.59019 0.44532
C -2.31200 9.22027 3.04539
C -1.42616 10.47557 3.04800
H -1.67197 6.81404 5.07141
H 0.06102 7.00917 5.35945
H -0.98029 8.42599 5.31782
H -0.27788 6.54303 3.01042
H 0.32403 8.18225 3.19791
H -2.56279 7.97602 0.72503
H -1.38941 6.72065 1.00841
H -0.79321 9.63935 0.33651
H -0.38534 8.18389 -0.55907
H 0.44982 8.53788 0.94758
H -2.70331 9.08276 4.05693
H -3.19283 9.40059 2.42347
H -0.45186 10.28168 3.49884
H -1.90717 11.26226 3.63401
H -1.26484 10.87086 2.04610
C 2.09935 -5.01205 0.32048
C 2.37580 -5.98624 -0.81340
N 3.03988 -7.21023 -0.38098
C 3.50245 -8.03980 -1.47297
C 2.45530 -8.64334 -2.41929
C 2.36869 -7.88406 0.71407
C 0.88596 -8.22278 0.52354
H 3.01202 -4.76750 0.86600
H 1.68284 -4.08780 -0.08061
H 1.36852 -5.40444 1.02823
H 3.01642 -5.50521 -1.55736
H 1.41931 -6.19177 -1.32017
H 4.10861 -8.84828 -1.05244
H 4.19263 -7.43322 -2.06805
H 1.90814 -9.46355 -1.95405
H 2.95107 -9.04683 -3.30508
H 1.73611 -7.89682 -2.75674
H 2.44396 -7.24166 1.59425
H 2.93632 -8.78243 0.97349
H 0.34701 -7.37633 0.09751
H 0.44053 -8.43214 1.49936
H 0.71376 -9.09816 -0.10276
C 2.72573 4.11908 -3.67750
C 2.22179 3.38598 -4.90998
N 1.18037 4.10531 -5.62264
C 0.48906 3.29579 -6.60558
C 1.28720 2.77452 -7.80917
C 1.51570 5.45564 -6.02668
C 2.74386 5.65801 -6.92759
H 1.89838 4.37010 -3.01358
H 3.41327 3.47564 -3.12792
H 3.26535 5.03500 -3.92995
H 1.80194 2.43151 -4.58276
H 3.08458 3.14226 -5.55385
H -0.37227 3.86460 -6.96889
H 0.07026 2.43651 -6.07375
H 1.50221 3.56127 -8.53276
H 0.70607 2.00894 -8.32774
H 2.22999 2.31964 -7.50371
H 1.65950 6.05097 -5.12165
H 0.63589 5.88660 -6.51274
H 3.60202 5.08532 -6.57338
H 3.03030 6.71231 -6.92500
H 2.55042 5.37785 -7.96273
```

## Properties
- E_HOMO: -2.828 eV
- Gap between HOMO and LUMO: 5.37 eV
- Total energy: -54356.0877 eV
- Strongest force on any atom: 1.3 eV/A
- Lowest unoccupied orbital energy: 0.09344 Eh
- Total charge: -1
- Energy above the lowest of the compared OMol25 structures with the same formula, charge and spin: 0.000 eV

Here are the Löwdin charges for atoms 1 to 99, given in e: atom 1 (C): 0.0405, atom 2 (C): -0.2839, atom 3 (C): -0.3220, atom 4 (C): -0.7812, atom 5 (I): 0.5493, atom 6 (C): -0.8081, atom 7 (C): -0.1993, atom 8 (I): 0.6925, atom 9 (H): -0.0380, atom 10 (H): 0.0743, atom 11 (H): 0.0592, atom 12 (H): 0.0507, atom 13 (H): 0.0583, atom 14 (H): 0.0574, atom 15 (H): 0.0617, atom 16 (C): -0.0892, atom 17 (C): -0.2712, atom 18 (N): -0.2039, atom 19 (C): -0.2643, atom 20 (C): -0.0828, atom 21 (C): -0.2449, atom 22 (C): -0.0852, atom 23 (H): 0.0811, atom 24 (H): 0.0708, atom 25 (H): 0.0603, atom 26 (H): 0.1206, atom 27 (H): 0.0997, atom 28 (H): 0.0970, atom 29 (H): 0.0982, atom 30 (H): 0.0509, atom 31 (H): 0.0673, atom 32 (H): 0.0641, atom 33 (H): 0.1005, atom 34 (H): 0.1139, atom 35 (H): 0.0636, atom 36 (H): 0.0670, atom 37 (H): 0.0511, atom 38 (C): -0.0912, atom 39 (C): -0.2735, atom 40 (N): -0.1978, atom 41 (C): -0.2445, atom 42 (C): -0.0833, atom 43 (C): -0.2530, atom 44 (C): -0.0868, atom 45 (H): 0.0799, atom 46 (H): 0.0715, atom 47 (H): 0.0600, atom 48 (H): 0.0855, atom 49 (H): 0.1014, atom 50 (H): 0.1115, atom 51 (H): 0.0783, atom 52 (H): 0.0509, atom 53 (H): 0.0714, atom 54 (H): 0.0656, atom 55 (H): 0.0980, atom 56 (H): 0.1119, atom 57 (H): 0.0639, atom 58 (H): 0.0666, atom 59 (H): 0.0511, atom 60 (C): -0.0770, atom 61 (C): -0.2664, atom 62 (N): -0.2010, atom 63 (C): -0.2586, atom 64 (C): -0.0899, atom 65 (C): -0.2492, atom 66 (C): -0.0858, atom 67 (H): 0.0822, atom 68 (H): 0.0755, atom 69 (H): 0.0500, atom 70 (H): 0.1180, atom 71 (H): 0.1002, atom 72 (H): 0.1074, atom 73 (H): 0.1076, atom 74 (H): 0.0541, atom 75 (H): 0.0655, atom 76 (H): 0.0652, atom 77 (H): 0.1009, atom 78 (H): 0.1123, atom 79 (H): 0.0534, atom 80 (H): 0.0706, atom 81 (H): 0.0567, atom 82 (C): -0.1091, atom 83 (C): -0.2861, atom 84 (N): -0.1963, atom 85 (C): -0.2492, atom 86 (C): -0.0896, atom 87 (C): -0.2511, atom 88 (C): -0.0878, atom 89 (H): 0.0535, atom 90 (H): 0.0726, atom 91 (H): 0.0602, atom 92 (H): 0.0854, atom 93 (H): 0.0992, atom 94 (H): 0.1095, atom 95 (H): 0.1115, atom 96 (H): 0.0503, atom 97 (H): 0.0663, atom 98 (H): 0.0642, atom 99 (H): 0.1004



Computed, not measured: a single C3H6Si molecule at a distorted geometry, with ωB97M-V/def2-TZVPD.

```
10
Properties=species:S:1:pos:R:3
C 1.19120 -1.24879 0.23591
C 0.31190 -0.32558 -0.03039
C -0.25134 -1.36632 0.92127
Si -0.17524 1.34563 -0.70361
H 2.23684 -1.37856 0.12939
H -1.04354 -2.23554 0.79965
H -0.33093 -0.99291 1.96305
H 1.13480 2.15409 -0.66963
H -0.98299 2.17506 0.17294
H -1.10539 1.25430 -1.77679
```

## Properties
- E_HOMO: -9.591 eV
- Gap between HOMO and LUMO: 10.61 eV
- SMILES string: [SiH3]C1=CC1
- Total energy: -11081.9720 eV
- Strongest force on any atom: 2.9 eV/A
- Lowest unoccupied orbital energy: 0.03745 Eh
- Energy above the lowest of the compared OMol25 structures with the same formula, charge and spin: 1.674 eV

What are the Löwdin partial charges on each atom? They are as follows, in elementary charge units: atom 1 (C): -0.0333, atom 2 (C): -0.4375, atom 3 (C): -0.1569, atom 4 (Si): 0.6505, atom 5 (H): 0.0731, atom 6 (H): 0.1063, atom 7 (H): 0.0618, atom 8 (H): -0.0584, atom 9 (H): -0.1033, atom 10 (H): -0.1022



Computed, not measured: a single C7H14N2 molecule at a distorted geometry, with ωB97M-V/def2-TZVPD.

```
23
Properties=species:S:1:pos:R:3
C -1.74202 1.16295 -0.49517
C -0.70912 2.26833 -0.92334
C 0.72563 1.89429 -0.33736
C 0.75161 -0.23461 1.18338
C -0.15496 -2.75324 1.22048
C 0.90264 -1.69074 -0.72602
C 1.07127 -0.44961 -1.13214
H -2.00758 1.50626 0.55469
H -1.16789 0.04428 -0.51143
H -2.71688 1.25952 -0.93029
H -1.08623 3.24354 -0.49664
H -0.37257 2.26118 -2.01175
H 1.64112 2.32718 -0.85081
H 1.01315 2.13650 0.69183
H -0.32901 0.02152 1.36261
H 1.50118 0.00346 1.95884
H 0.03897 -3.57603 0.49788
H -0.05486 -3.15525 2.28146
H -1.21879 -2.37153 1.27789
H 0.79449 -2.56445 -1.18708
H 1.06479 0.04320 -2.12855
N 1.14434 0.43671 -0.09651
N 0.91072 -1.81345 0.79804
```

## Properties
- E_HOMO: -7.040 eV
- Gap between HOMO and LUMO: 8.07 eV
- SMILES string: CCCN1C=CN(C)C1
- Total energy: -10462.2630 eV
- Strongest force on any atom: 4.3 eV/A
- Lowest unoccupied orbital energy: 0.03780 Eh
- Energy above the lowest of the compared OMol25 structures with the same formula, charge and spin: 4.104 eV

What are the Löwdin partial charges on each atom? They are as follows, in elementary charge units: atom 1 (C): -0.1163, atom 2 (C): -0.2159, atom 3 (C): -0.1728, atom 4 (C): -0.0780, atom 5 (C): -0.1374, atom 6 (C): -0.0969, atom 7 (C): -0.1754, atom 8 (H): 0.0764, atom 9 (H): 0.1220, atom 10 (H): 0.0404, atom 11 (H): 0.1095, atom 12 (H): 0.1050, atom 13 (H): 0.1224, atom 14 (H): 0.0973, atom 15 (H): 0.0967, atom 16 (H): 0.1127, atom 17 (H): 0.0763, atom 18 (H): 0.0822, atom 19 (H): 0.0803, atom 20 (H): 0.0446, atom 21 (H): 0.1376, atom 22 (N): -0.1868, atom 23 (N): -0.1238



> Which formula does entry 1 have?

C30H67I2N4



> Among the records above, which one has the highest strongest force on any atom?

C7H14N2



> Look up the lowest unoccupied orbital energy of the third one.

0.03780 Eh



Copy entry 2 word for word.
Computed, not measured: a single C3H6Si molecule at a distorted geometry, with ωB97M-V/def2-TZVPD.

```
10
Properties=species:S:1:pos:R:3
C 1.19120 -1.24879 0.23591
C 0.31190 -0.32558 -0.03039
C -0.25134 -1.36632 0.92127
Si -0.17524 1.34563 -0.70361
H 2.23684 -1.37856 0.12939
H -1.04354 -2.23554 0.79965
H -0.33093 -0.99291 1.96305
H 1.13480 2.15409 -0.66963
H -0.98299 2.17506 0.17294
H -1.10539 1.25430 -1.77679
```

## Properties
- E_HOMO: -9.591 eV
- Gap between HOMO and LUMO: 10.61 eV
- SMILES string: [SiH3]C1=CC1
- Total energy: -11081.9720 eV
- Strongest force on any atom: 2.9 eV/A
- Lowest unoccupied orbital energy: 0.03745 Eh
- Energy above the lowest of the compared OMol25 structures with the same formula, charge and spin: 1.674 eV

What are the Löwdin partial charges on each atom? They are as follows, in elementary charge units: atom 1 (C): -0.0333, atom 2 (C): -0.4375, atom 3 (C): -0.1569, atom 4 (Si): 0.6505, atom 5 (H): 0.0731, atom 6 (H): 0.1063, atom 7 (H): 0.0618, atom 8 (H): -0.0584, atom 9 (H): -0.1033, atom 10 (H): -0.1022